#A
A cluster of 3 separate species, C4H14N2O2 in total, computed with the ωB97M-V functional and the def2-TZVPD basis.

```
22
Properties=species:S:1:pos:R:3
C -1.158 -0.267 1.660
H 0.862 2.230 1.305
O 2.296 -1.410 -0.360
N -0.088 0.421 1.531
N -2.363 -0.011 1.051
H -1.118 -1.079 2.377
H -2.484 0.852 0.546
H -0.747 2.608 -1.002
H -0.689 0.920 -0.944
H 1.893 2.564 -1.020
O -0.248 -3.242 -2.001
C -0.142 1.799 -0.564
H -2.796 -0.816 0.589
H 0.132 -2.428 -1.602
C -0.063 1.748 0.965
C 1.207 1.705 -1.208
H -0.848 2.421 1.379
H 2.908 -0.678 -0.165
H -0.139 -3.232 -2.956
H 1.119 1.740 -2.321
H 2.005 -1.508 0.560
H 1.780 0.782 -1.056
```

The gap between HOMO and LUMO (spin up / spin down) is 2.7 / 9.1 eV. Its multiplicity is 2. The calculation puts the HOMO energy (spin up / spin down) at 1.1 / -5.3 eV. Its total charge is -1.

=====

#B
A cluster of 3 separate species, C4H14N2O2 in total, computed with the ωB97M-V functional and the def2-TZVPD basis.

```
22
Properties=species:S:1:pos:R:3
N -1.544 1.818 -0.024
H -1.324 -2.162 0.153
H 1.169 -1.879 0.515
H 3.246 -0.789 -0.513
O -1.826 -0.042 1.787
H 0.847 0.466 -2.137
H 3.240 0.386 0.870
C 0.520 0.805 -1.147
H -1.866 1.411 0.899
H -1.249 -0.184 -0.324
H -0.866 2.568 0.211
N 0.898 -1.501 -0.418
H -2.039 0.025 2.712
H -2.246 -1.204 0.946
C -0.955 0.775 -0.784
H 1.069 1.784 -1.109
O -2.242 -1.911 0.214
C 1.298 -0.032 -0.050
H -1.571 0.857 -1.723
C 2.752 0.016 -0.005
H 1.770 -1.576 -0.956
H 0.917 0.370 0.882
```

The gap between HOMO and LUMO (spin up / spin down) is 7.2 / 6.3 eV. Its multiplicity is 2. The calculation puts the HOMO energy (spin up / spin down) at -3.6 / -3.6 eV. Its total charge is -1.

=====

Name the most stable of them. #A.

=====

#A
A cluster of 3 separate species, H7NO2 in total, computed with the ωB97M-V functional and the def2-TZVPD basis.

```
10
Properties=species:S:1:pos:R:3
H 1.747 1.439 1.006
H -0.963 0.423 -1.878
O 1.520 1.845 0.137
H -0.438 -0.751 0.618
N -1.035 -1.011 1.277
H 0.279 -0.154 -2.458
H -1.015 -1.920 1.516
H -1.291 -0.348 1.890
O -0.506 -0.453 -1.957
H 1.703 0.931 -0.152
```

The gap between HOMO and LUMO is 10.0 eV. The SMILES is N.O.O. Its multiplicity is 1. The calculation puts the HOMO energy at -9.4 eV. Its total charge is 0.

=====

#B
A cluster of 3 separate species, H7NO2 in total, computed with the ωB97M-V functional and the def2-TZVPD basis.

```
10
Properties=species:S:1:pos:R:3
H -1.326 -1.808 0.640
H -0.244 1.930 -0.192
H -0.789 0.447 0.067
H 0.113 1.230 1.352
O -2.258 -2.198 0.336
H 1.586 0.495 -0.278
H 2.687 1.362 -1.138
H -2.078 -3.058 -0.124
O 2.378 0.476 -1.046
N -0.068 1.123 0.382
```

The gap between HOMO and LUMO is 10.8 eV. The SMILES is N.O.O. Its multiplicity is 1. The calculation puts the HOMO energy at -10.3 eV. Its total charge is 0.

=====

Name the most stable of them. #B.

=====

#A
A cluster of 8 separate species, C8H32O8 in total, computed with the ωB97M-V functional and the def2-TZVPD basis.

```
48
Properties=species:S:1:pos:R:3
C -2.621 -0.352 1.971
H -1.686 3.713 1.965
H 1.737 -3.785 1.239
H 4.303 -2.152 0.580
H -3.663 -0.185 2.233
H -2.447 0.015 0.949
H 3.537 -1.367 -0.821
H -2.422 -1.429 1.966
H -2.780 1.760 -1.772
H -0.165 -1.116 -0.074
C 0.443 -0.376 0.461
H -0.053 0.518 -3.391
H -0.483 2.423 1.744
H -0.562 2.223 -1.677
H -0.448 3.910 -0.051
H -1.805 -0.645 -1.762
H -0.924 0.044 2.798
H 2.064 0.742 -3.735
O 5.082 -0.319 -0.009
H 5.121 -2.153 -1.000
C -2.413 2.740 -2.090
O 0.335 0.756 -2.545
H -3.077 3.518 -1.727
H 0.931 -1.558 1.926
O -0.043 4.224 0.768
H -0.118 3.828 2.756
H 1.421 -0.371 -0.035
H -2.073 -2.256 -2.438
H 2.307 0.628 -1.985
H 0.002 -4.218 2.683
H -2.976 -0.892 -3.099
H 0.800 -3.149 3.844
C 0.972 -3.876 3.051
O 1.725 -3.234 2.025
H -0.011 0.607 0.361
H 6.018 -0.356 -0.218
C 1.710 1.095 -2.764
H -2.427 2.759 -3.187
H 1.829 2.178 -2.738
O 0.553 -0.672 1.838
H -3.998 -0.827 -0.944
O -1.837 0.332 2.923
C 4.487 -1.572 -0.328
C -0.614 3.504 1.840
H 1.520 -4.720 3.471
O -1.116 3.014 -1.584
C -2.561 -1.316 -2.178
O -3.575 -1.635 -1.243
```

The gap between HOMO and LUMO is 9.5 eV. The SMILES is CO.CO.CO.CO.CO.CO.CO.CO. Its multiplicity is 1. The calculation puts the HOMO energy at -9.2 eV. Its total charge is 0.

=====

#B
A cluster of 8 separate species, C8H32O8 in total, computed with the ωB97M-V functional and the def2-TZVPD basis.

```
48
Properties=species:S:1:pos:R:3
H 3.025 2.967 -1.085
H 0.041 -4.949 0.320
H 4.997 -0.984 -1.592
H -4.507 -1.265 -0.535
H -3.035 3.201 0.530
O -1.980 1.799 1.305
H -4.001 2.111 1.548
H 1.509 -5.348 -0.573
H -0.079 -5.447 -1.373
H -1.272 0.037 -2.257
H -3.061 0.073 1.254
C -1.047 -2.050 3.738
H 1.539 -3.668 -1.339
H 3.494 5.379 -0.092
H -1.644 2.618 -3.901
H 4.112 0.861 0.440
O 0.625 -3.515 -1.029
H -0.434 2.379 -2.887
C -1.569 1.961 -2.941
C 0.548 -0.132 -0.131
O 2.812 4.833 -0.355
C -3.105 2.726 1.439
O -3.381 -0.825 1.345
H -2.869 -0.571 -0.540
H -0.863 -1.608 4.649
O -0.041 -0.856 -1.232
O -2.452 -2.523 3.690
H -0.202 -2.822 3.596
H 3.598 -0.187 -1.804
O -1.415 0.578 -3.027
H 3.813 -1.082 -0.464
C 0.458 -4.829 -0.574
H -0.065 0.334 0.676
H -0.956 -1.303 2.829
H -2.312 2.243 -2.226
C -3.486 -1.220 -0.020
H -2.882 3.587 2.203
H 3.922 3.080 0.275
H 0.125 -1.887 -1.209
O 4.657 0.697 -0.460
H -2.706 -1.720 3.354
H -1.298 2.307 1.544
H 4.409 4.049 -0.910
H 1.222 0.667 -0.604
H 1.055 -0.801 0.417
C 3.543 3.724 -0.633
C 4.216 -0.439 -1.193
H -3.042 -2.184 -0.169
```

The gap between HOMO and LUMO is 9.3 eV. The SMILES is CO.CO.CO.CO.CO.CO.CO.CO. Its multiplicity is 1. The calculation puts the HOMO energy at -9.1 eV. Its total charge is 0.

=====

Name the most stable of them. #A.

=====

#A
A cluster of 2 separate species, C9H11O3 in total, computed with the ωB97M-V functional and the def2-TZVPD basis.

```
23
Properties=species:S:1:pos:R:3
H -2.949 -1.192 -1.527
O -0.436 -1.964 -1.587
O 5.218 -0.683 0.851
H 0.044 1.513 1.289
H 0.966 -0.434 0.128
C 3.112 -1.605 0.359
C -2.393 2.721 0.856
O 4.711 -0.802 -1.338
H -1.502 3.265 1.079
C -0.924 -0.930 -0.862
H -3.031 3.081 0.036
C 4.492 -1.013 -0.152
C -2.293 -0.670 -0.794
C -1.922 1.320 0.453
H -3.858 0.806 -0.286
C -0.576 0.971 0.553
H -1.122 -2.190 -2.225
H 2.274 -1.743 -0.349
H 2.870 -0.981 1.220
H 3.251 -2.501 0.910
H -3.067 2.680 1.718
C -0.050 -0.109 -0.132
C -2.813 0.462 -0.200
```

The gap between HOMO and LUMO is 6.5 eV. Its multiplicity is 1. The calculation puts the HOMO energy at -3.7 eV. Its total charge is -1.

=====

#B
A cluster of 2 separate species, C9H11O3 in total, computed with the ωB97M-V functional and the def2-TZVPD basis.

```
23
Properties=species:S:1:pos:R:3
H -1.147 -0.863 -0.551
H -0.087 4.557 0.160
H 1.882 -2.713 -2.031
C -0.199 2.261 1.586
C -0.152 3.690 -0.482
H -0.077 -2.124 1.107
C -0.469 -0.186 1.343
H -0.789 3.986 -1.311
C -0.853 1.290 -0.560
H 0.020 0.872 3.165
H 1.696 -4.364 -1.776
O -0.495 -2.958 0.063
H -0.032 3.105 2.258
C -0.423 2.380 0.190
H 1.917 -3.311 -0.301
H -1.235 1.524 -1.535
H 0.870 3.602 -0.885
C -0.179 0.990 2.109
C 1.453 -3.417 -1.287
O -0.768 -3.665 -2.034
C -0.841 0.019 -0.009
C -0.062 -3.347 -1.076
O -0.030 -1.329 1.856
```

The gap between HOMO and LUMO is 7.6 eV. Its multiplicity is 1. The calculation puts the HOMO energy at -4.2 eV. Its total charge is -1.

=====

Name the most stable of them. #B.